C6H14N2O2 | ωB97M-V/def2-TZVPD

Results
* frontier orbital gap: 10.516 eV
* E_LUMO: 0.521 eV
* HOMO: -9.995 eV
* energy: -496.9646 a.u.
* SMILES: CNC(C)=O.CNC(C)=O
* maximum force: 0.0795 Eh/bohr

XYZ file:
```
24
Properties=species:S:1:pos:R:3:mulliken_charge:R:1
C 2.1301 -1.3672 1.8116 -1.01
C -0.8648 -2.4012 -0.2794 -0.94
C 1.1608 -2.1995 1.0756 0.57
O 0.9990 -3.3358 1.3223 -0.56
N 0.1205 -1.4924 0.4564 -0.13
H 1.4173 -0.9132 2.6869 0.25
H 2.5162 -0.4274 1.4694 0.36
H 0.3488 -0.6189 0.0768 0.23
H -0.4380 -3.3144 -0.5721 0.33
H 2.9537 -2.0081 2.2094 0.28
H -1.6297 -2.6068 0.4654 0.30
H -1.3226 -1.7743 -1.1407 0.29
C 1.1339 1.4878 -1.2641 -0.85
C -2.3170 2.2563 -0.2340 -0.97
C -1.1710 2.2355 -1.1600 0.66
O -1.1358 2.7734 -2.2366 -0.57
N -0.0260 1.7125 -0.4629 -0.26
H -0.2326 0.9254 0.2457 0.27
H 1.0602 2.1620 -2.1738 0.38
H -2.5885 3.3308 -0.0155 0.26
H 1.9913 1.9382 -0.7249 0.27
H 1.2673 0.3731 -1.6164 0.26
H -3.1395 1.5361 -0.6655 0.27
H -2.2336 1.7281 0.7264 0.30
```

***

C6H14N2O2 | ωB97M-V/def2-TZVPD

Results
* net charge: +1
* frontier orbital gap (spin up / spin down): 8.503 / 2.963 eV
* spin multiplicity: 2
* <S²>: 0.77
* E_LUMO (spin up / spin down): -3.907 / -9.429 eV
* HOMO (spin up / spin down): -12.410 / -12.393 eV
* energy: -496.6597 a.u.
* maximum force: 0.0469 Eh/bohr

XYZ file:
```
24
Properties=species:S:1:pos:R:3:mulliken_charge:R:1
C -0.9982 0.9300 2.6589 -1.05
C 1.0009 -2.2477 2.1087 -0.82
C -0.5900 -0.5092 2.7182 0.75
O -1.1424 -1.3527 3.3997 -0.39
N 0.5330 -0.9439 2.0108 0.07
H -0.2031 1.6505 2.7048 0.40
H 1.0936 -0.3380 1.4159 0.28
H 1.3820 -2.7128 1.1998 0.37
H -1.6734 1.0277 1.8012 0.29
H -1.7261 1.0185 3.4680 0.34
H 1.5753 -2.5522 3.0085 0.36
H 0.1493 -2.8459 2.4459 0.38
C 2.1328 0.8807 -2.4492 -0.89
C -1.6178 0.5671 -2.0054 -0.95
C -0.3036 0.7851 -2.7239 0.69
O -0.2175 0.7099 -3.9269 -0.58
N 0.7875 1.0271 -1.9366 -0.15
H 0.6710 1.0352 -0.9384 0.12
H 2.1239 1.1113 -3.5116 0.31
H -2.1905 1.4838 -2.0474 0.28
H 2.8427 1.5815 -1.9898 0.33
H 2.5592 -0.1078 -2.2714 0.29
H -2.2231 -0.0702 -2.6542 0.33
H -1.5659 0.1105 -1.0174 0.22
```

***

C6H14N2O2 | ωB97M-V/def2-TZVPD

Results
* net charge: +1
* frontier orbital gap (spin up / spin down): 8.334 / 2.641 eV
* spin multiplicity: 2
* <S²>: 0.77
* E_LUMO (spin up / spin down): -3.825 / -9.394 eV
* HOMO (spin up / spin down): -12.159 / -12.035 eV
* energy: -496.6756 a.u.
* maximum force: 0.0296 Eh/bohr

XYZ file:
```
24
Properties=species:S:1:pos:R:3:mulliken_charge:R:1
C -1.3260 -2.9839 -0.7550 -0.96
C 2.0064 -1.8754 0.7864 -0.65
C -0.2880 -2.1046 -0.1099 0.55
O -0.3833 -0.9237 0.0723 -0.46
N 0.9658 -2.6928 0.2901 0.01
H -1.5147 -2.5182 -1.7208 0.29
H 1.0779 -3.6875 0.4843 0.34
H 1.7389 -1.5540 1.8260 0.35
H -0.9803 -4.0103 -0.8596 0.39
H -2.2400 -2.9894 -0.1646 0.31
H 2.9081 -2.4637 0.9316 0.32
H 2.0691 -0.9132 0.2778 0.31
C -0.5943 2.9124 1.7365 -0.95
C -0.0928 1.8208 -1.9032 -0.88
C -0.1072 2.7196 -0.6636 0.69
O 0.0558 3.9108 -0.7759 -0.56
N -0.3366 2.1010 0.5560 -0.09
H -0.5551 1.1285 0.5670 0.27
H -1.6720 3.0149 1.8908 0.32
H -0.6106 2.3957 -2.6674 0.32
H -0.1853 2.4024 2.6055 0.29
H -0.1709 3.8983 1.5934 0.35
H 0.9282 1.5122 -2.1162 0.24
H -0.6928 0.9002 -1.8816 0.21
```

***

C6H14N2O2 | ωB97M-V/def2-TZVPD

Results
* net charge: +1
* frontier orbital gap (spin up / spin down): 9.534 / 4.068 eV
* spin multiplicity: 2
* <S²>: 0.77
* E_LUMO (spin up / spin down): -3.465 / -8.777 eV
* HOMO (spin up / spin down): -12.999 / -12.845 eV
* energy: -496.6180 a.u.
* maximum force: 0.2051 Eh/bohr

XYZ file:
```
24
Properties=species:S:1:pos:R:3:mulliken_charge:R:1
C -0.1352 3.5564 -0.0839 -1.10
C 1.8782 0.4549 -1.3100 -0.51
C 0.1099 2.0842 -0.7248 0.48
O -0.6956 1.5853 -1.4077 -0.49
N 1.4928 1.6750 -0.7071 -0.14
H 0.1190 4.1772 -0.9985 0.31
H 2.0840 2.0775 0.0320 0.25
H 1.6851 0.6133 -2.4620 0.26
H -1.0131 3.7821 0.2022 0.42
H 0.7503 3.7807 0.6802 0.28
H 2.8935 0.0876 -1.1515 0.38
H 1.2026 -0.3648 -1.0725 -0.06
C 0.0718 -3.5247 -0.1714 -0.71
C -1.5650 -0.2680 1.2140 -0.77
C -0.6745 -1.4820 1.2542 0.65
O -0.0483 -1.8706 2.2516 -0.41
N -0.6603 -2.2293 0.0154 0.00
H -1.1590 -1.9637 -0.9368 0.39
H 0.9063 -3.2814 -0.9298 0.31
H -2.1708 0.0183 0.2411 0.31
H 0.3705 -3.9231 0.8275 0.33
H -0.6936 -4.1736 -0.6444 0.36
H -2.0948 -0.0897 2.1942 0.36
H -0.8673 0.4974 1.0405 0.11
```

***

C6H14N2O2S | ωB97M-V/def2-TZVPD

Results
* frontier orbital gap: 9.278 eV
* E_LUMO: 0.205 eV
* HOMO: -9.073 eV
* energy: -895.0272 a.u.
* SMILES: N=S(O)(O)=NC1CCCCC1
* maximum force: 0.0804 Eh/bohr

XYZ file:
```
25
Properties=species:S:1:pos:R:3:mulliken_charge:R:1
C 2.4566 0.0814 -0.6142 -0.83
C 1.6320 -1.2266 -0.4118 -0.51
C 1.6077 1.3462 -0.7326 -0.99
C 0.6639 -1.3244 0.7329 -0.93
C 0.7119 1.2543 0.4852 -0.86
C -0.1470 -0.0113 0.6536 -0.19
N -3.3901 -0.3421 -1.5384 -0.84
N -1.0571 -0.2949 -0.4121 -0.37
O -2.6824 1.4868 0.5312 -0.48
O -3.2054 -0.9241 1.0066 -0.52
S -2.5204 0.0312 -0.2008 1.01
H 3.1025 0.3866 0.1943 0.34
H 3.1930 0.0656 -1.3537 0.47
H 0.8510 -1.3701 -1.3257 0.19
H 2.4143 -1.8990 -0.5932 0.38
H 2.1690 2.1951 -0.7406 0.44
H 1.0974 1.3154 -1.6219 0.40
H 0.0528 -2.2523 0.5877 0.33
H 1.2318 -1.4269 1.6510 0.35
H 1.3000 1.2954 1.4386 0.40
H 0.1176 2.0391 0.6697 0.49
H -0.6640 0.0237 1.5957 0.69
H -2.6194 -0.6838 -2.1409 0.29
H -2.2064 1.4699 1.4065 0.39
H -4.1093 -1.2349 0.7332 0.36
```

***

C6H14N2O2S | ωB97M-V/def2-TZVPD

Results
* frontier orbital gap (spin up / spin down): 9.130 / 7.287 eV
* spin multiplicity: 3
* <S²>: 2.01
* E_LUMO (spin up / spin down): 0.815 / -2.370 eV
* HOMO (spin up / spin down): -8.316 / -9.657 eV
* energy: -894.9563 a.u.
* maximum force: 0.0576 Eh/bohr

XYZ file:
```
25
Properties=species:S:1:pos:R:3:mulliken_charge:R:1
C 2.2540 -0.7954 0.1747 -0.66
C 1.7980 0.5170 0.8868 -0.72
C 1.6785 -0.8685 -1.2365 -0.46
C 0.2324 0.6409 0.7740 -0.35
C 0.1483 -0.7645 -1.2853 -0.49
C -0.2226 0.6493 -0.6603 0.02
N -3.9827 1.0646 1.5080 -0.56
N -3.2658 -1.2844 0.7029 -0.65
O -4.5540 0.4140 -0.8772 -0.56
O -1.4659 1.0924 -0.9298 -0.50
S -3.4244 0.2122 0.3688 0.90
H 3.3396 -0.7161 0.2795 0.32
H 1.9477 -1.6814 0.7496 0.33
H 2.1621 0.5843 1.9748 0.32
H 2.3245 1.3551 0.3719 0.32
H 2.0954 0.0737 -1.8229 0.26
H 2.0012 -1.8472 -1.7291 0.29
H -0.2000 -0.1450 1.4274 0.25
H -0.0969 1.6023 1.2794 0.27
H -0.0704 -0.8484 -2.3593 0.30
H -0.2654 -1.4807 -0.6357 0.23
H 0.3374 1.2898 -1.3745 0.28
H -4.3643 1.9703 1.1679 0.27
H -2.2758 -1.5870 0.5156 0.30
H -4.8381 -0.1770 -1.6380 0.32
```